Formula: C2HN3O2
Source: the Open Molecules 2025 dataset
Level of theory: ωB97M-V/def2-TZVPD

The geometry in XYZ format:
```
8
Properties=species:S:1:pos:R:3:forces:R:3:nbo_charge:R:1
O 2.08053 -0.38815 0.32288 -6.2 -1.6 -2.4 -0.5109
C 0.82220 -0.40215 -0.10935 6.4 4.6 3.0 0.5293
C 0.26644 0.99044 -0.21958 -6.0 -7.3 0.8 -0.0217
N -1.03281 1.03720 0.07241 1.7 1.5 0.0 -0.0554
O -1.82481 -0.11410 0.28993 2.1 0.9 -0.9 -0.1879
N -1.24864 -1.36609 -0.01287 -2.1 0.4 0.3 0.2424
N -0.06112 -1.41378 -0.15310 2.0 -2.6 -0.6 -0.2305
H 0.99821 1.65664 -0.19033 2.1 4.0 -0.3 0.2348
```
Positions in Å, forces in eV/Å.

Calculated values
- F_max: 9.5 eV/Å
- Orbital gap: 8.6 eV
- SMILES: O=c1cnonn1

=====

Formula: C43H92N4O9S2
Source: the Open Molecules 2025 dataset
Level of theory: ωB97M-V/def2-TZVPD

The geometry in XYZ format:
```
150
Properties=species:S:1:pos:R:3:forces:R:3:mulliken_charge:R:1
C -2.02807 5.44834 -0.02802 0.6 0.2 0.8 -1.5595
C -3.36378 4.89841 0.50281 0.3 0.4 -0.9 1.4381
C -4.11740 6.01148 1.23954 0.1 -0.2 0.5 -1.2743
C -4.75807 7.05333 0.34774 -0.2 0.3 -0.5 -0.6593
C -5.59180 6.41703 -0.74463 -0.7 -0.2 -0.7 -1.2903
C -4.86040 5.32053 -1.53376 0.2 0.2 -0.1 1.1539
N -4.25164 4.42255 -0.56253 -1.1 -0.4 1.1 0.8790
O -3.80855 3.21023 -1.12081 0.7 0.1 -0.5 0.7531
C -5.89070 4.52658 -2.32975 0.2 -0.4 -0.2 -1.9135
C -3.85571 5.96604 -2.52443 -0.1 0.0 0.4 -1.4043
C -3.11631 3.74755 1.46458 -0.8 0.0 0.4 -1.3827
H -1.32961 5.50564 0.81653 0.0 0.0 -0.1 0.5356
H -2.10593 6.47300 -0.38928 -0.1 -0.1 -0.2 0.3867
H -1.54142 4.82137 -0.77296 -0.3 -0.1 -0.1 -0.1177
H -4.87050 5.51906 1.86342 -0.2 0.1 -0.1 0.3555
H -3.43189 6.50268 1.93759 0.1 -0.1 0.0 0.3862
H -4.01107 7.69125 -0.13486 0.1 0.0 0.2 0.3255
H -5.38407 7.72016 0.94369 0.0 0.0 0.0 0.4419
H -5.95349 7.12370 -1.50403 0.4 0.3 0.2 0.3586
H -6.54390 6.02116 -0.37144 0.3 -0.3 0.4 0.4170
H -6.32207 5.12247 -3.13433 -0.1 0.1 0.2 0.5428
H -5.39683 3.67141 -2.79289 -0.1 0.0 -0.1 0.2556
H -6.67980 4.13440 -1.68688 0.0 0.1 0.0 0.3558
H -4.39549 6.27204 -3.41998 0.2 0.0 -0.1 0.5648
H -3.39438 6.85178 -2.08852 0.0 0.0 -0.1 0.3445
H -3.04901 5.27432 -2.76880 -0.1 -0.1 -0.2 -0.1280
H -4.09265 3.41258 1.83569 0.1 -0.1 -0.2 0.0830
H -2.60190 4.08282 2.36651 0.4 0.0 -0.2 0.6140
H -2.63077 2.90294 0.98587 0.3 0.1 0.1 -0.0268
H -4.43000 2.53472 -0.81453 -0.2 0.0 -0.1 -0.1887
C 0.64063 -4.60807 2.88212 -0.5 0.0 0.3 -1.8894
C 1.93249 -4.61091 3.69343 -0.2 -0.6 0.6 1.5077
C 2.97774 -5.41234 2.92863 0.0 0.3 -0.5 -1.1391
C 4.37958 -5.27356 3.48790 0.2 -0.1 0.0 -0.8846
C 4.77473 -3.80216 3.47151 -0.1 -0.4 -0.1 -0.3910
C 3.76302 -2.88444 4.17386 0.7 0.1 0.2 1.3760
N 2.42594 -3.24249 3.74610 -0.1 0.4 -1.0 1.1425
O 1.47090 -2.34953 4.27717 0.0 -0.5 0.4 -0.5527
C 3.96735 -2.90914 5.68752 -0.9 0.0 1.1 -1.7548
C 4.05135 -1.46033 3.69260 0.2 -0.2 -0.2 -1.5353
C 1.64425 -5.22953 5.07313 0.3 0.2 0.0 -1.8984
H -0.19671 -4.22012 3.46670 0.1 0.2 0.0 0.4432
H 0.33962 -5.62541 2.62016 0.3 0.0 -0.2 0.4580
H 0.76039 -3.98699 1.99316 0.0 -0.1 -0.1 0.1553
H 2.70229 -6.45804 2.77928 -0.2 0.0 0.3 0.4550
H 2.95944 -4.95322 1.92938 0.3 -0.2 -0.1 0.2653
H 5.03930 -5.87519 2.85445 0.2 0.2 0.0 0.4839
H 4.50104 -5.68828 4.49331 -0.3 0.0 0.0 0.4233
H 4.85135 -3.50544 2.42042 0.0 0.1 0.1 -0.6107
H 5.74768 -3.65790 3.94785 0.0 0.1 -0.1 0.5940
H 3.68260 -3.85295 6.16022 0.5 -0.2 -0.3 0.2906
H 4.96352 -2.61351 6.01672 0.1 -0.1 -0.2 0.4018
H 3.26371 -2.23552 6.19497 0.1 0.3 -0.4 0.3822
H 3.86826 -1.41367 2.61638 -0.3 0.2 0.1 -0.2160
H 3.44324 -0.74722 4.24215 0.0 0.1 -0.2 0.4906
H 5.11141 -1.21920 3.81593 0.0 0.0 0.3 0.4432
H 2.56614 -5.43089 5.61877 0.0 0.0 0.0 0.2982
H 1.12709 -6.18658 4.98944 -0.2 0.1 -0.1 0.4357
H 1.05509 -4.51098 5.64512 -0.1 -0.2 0.1 0.3629
H 1.13372 -1.89750 3.48664 0.0 0.3 0.1 0.5004
C 8.02308 -3.27947 -3.33859 -0.1 -0.2 -0.3 -2.1401
C 6.81240 -2.89684 -2.49343 -0.5 0.2 -0.1 1.8793
C 6.62793 -3.93005 -1.39997 0.2 -1.1 0.6 -1.7317
C 5.79273 -3.50298 -0.19941 0.5 0.4 -0.2 0.0336
C 6.33465 -2.20349 0.39073 -0.5 -0.4 0.9 -0.6535
C 6.51238 -1.09110 -0.61733 -0.4 0.4 -1.2 2.0362
N 7.09378 -1.62221 -1.85937 1.5 -0.3 1.0 0.4391
O 7.37299 -0.61714 -2.80204 -0.5 0.2 -0.2 -0.5102
C 5.15683 -0.44024 -0.92100 -0.4 0.4 -0.3 -1.5807
C 7.46232 -0.05342 -0.04769 0.0 0.5 1.2 -2.0082
C 5.54672 -2.82249 -3.37012 0.3 0.0 0.0 -1.9757
H 8.14286 -2.61406 -4.19376 0.0 0.1 0.1 0.4227
H 7.88840 -4.28515 -3.74655 0.0 0.0 0.1 0.4038
H 8.92522 -3.25732 -2.72810 0.0 0.0 0.0 0.4717
H 6.21794 -4.86768 -1.79624 -0.2 0.3 -0.4 0.4814
H 7.59880 -4.27213 -1.01433 0.1 0.4 0.0 0.4342
H 5.87239 -4.28958 0.55140 -0.3 0.0 0.0 0.4281
H 4.74104 -3.35052 -0.45829 0.0 -0.2 0.0 0.0006
H 7.23397 -2.35964 0.99465 0.3 -0.2 -0.5 0.5083
H 5.62075 -1.88167 1.15915 0.0 0.3 -0.2 -0.4535
H 4.40643 -1.17017 -1.22785 0.1 -0.2 0.2 -0.0967
H 4.77978 0.13674 -0.07252 -0.1 -0.2 0.1 0.4639
H 5.21442 0.25031 -1.76736 0.3 0.0 0.1 0.4819
H 6.92746 0.53109 0.71323 -0.1 0.0 -0.2 0.3234
H 8.26626 -0.51473 0.53115 0.2 -0.1 -0.4 0.4394
H 7.86821 0.67737 -0.74165 -0.1 -0.2 -0.3 0.4591
H 5.57461 -3.60693 -4.12812 -0.2 0.0 0.0 0.4870
H 5.52780 -1.85071 -3.86558 -0.1 -0.1 -0.1 0.4240
H 4.65005 -2.93744 -2.76153 -0.1 0.0 -0.1 0.2890
H 8.30056 -0.40648 -2.66119 0.1 -0.1 -0.1 0.3457
C -3.93236 0.11701 0.86850 -0.2 0.1 0.5 -0.7798
C -5.07264 -0.78065 0.37700 0.7 0.3 -0.4 1.7601
C -5.56769 -1.69122 1.48582 -0.1 0.1 0.7 -1.3915
C -6.41772 -0.96920 2.53834 -0.2 -0.8 -0.5 -0.6080
C -7.57768 -0.24523 1.87319 0.3 0.2 0.4 -1.2911
C -7.15968 0.66730 0.71280 -0.6 0.6 0.1 1.7879
N -6.20088 -0.00928 -0.14695 -0.5 -0.8 -0.2 0.0706
O -5.78180 0.89693 -1.15978 0.4 0.3 0.2 -0.3834
C -8.41690 0.90965 -0.13384 -0.1 -0.3 -0.1 -2.0074
C -6.73581 2.03619 1.27125 0.3 0.5 0.0 -1.4366
C -4.55293 -1.66779 -0.76078 0.1 -0.2 0.0 -2.1546
H -3.17347 -0.45363 1.40548 0.1 -0.1 -0.2 0.5377
H -4.32145 0.83909 1.58685 0.1 0.1 -0.1 0.1347
H -3.47794 0.65324 0.03683 0.1 0.0 0.0 -0.2531
H -6.14176 -2.52824 1.07882 -0.1 0.1 -0.2 0.3663
H -4.70470 -2.13468 1.99008 0.1 0.0 -0.2 0.4512
H -5.82066 -0.31328 3.17173 0.0 0.1 -0.1 0.2936
H -6.82761 -1.77189 3.15768 0.0 0.3 0.3 0.4595
H -8.05513 0.38905 2.62436 -0.1 0.0 -0.1 0.3886
H -8.34218 -0.95764 1.55745 0.2 -0.1 -0.2 0.4005
H -8.20702 1.49262 -1.02864 0.1 0.1 0.0 0.3312
H -8.80903 -0.06406 -0.43503 0.0 0.1 -0.1 0.4967
H -9.19541 1.41449 0.44056 0.1 0.1 0.1 0.3825
H -6.47897 2.75843 0.48865 0.0 -0.2 -0.1 -0.0871
H -7.58632 2.45830 1.80967 0.0 0.0 0.0 0.5326
H -5.88834 2.04399 1.96039 -0.1 -0.3 0.0 0.3563
H -4.04136 -1.11890 -1.55566 -0.1 0.1 0.1 0.3977
H -5.38099 -2.22979 -1.19711 0.0 0.0 0.0 0.4618
H -3.82003 -2.37601 -0.36671 0.0 0.0 0.0 0.4035
H -5.69695 0.35476 -1.95048 -0.2 0.0 0.0 0.3075
C 1.82953 -1.29878 -0.06179 -0.4 -0.4 0.1 0.0678
S 1.12936 -0.02285 0.99799 0.1 0.3 -0.7 0.2602
O 0.86445 -0.55980 2.35997 -0.1 -0.2 0.0 -0.6682
C -0.46139 -0.00340 0.18117 -0.8 -0.1 0.3 -0.4704
H 1.99442 -0.84173 -1.03738 0.3 0.1 0.1 -0.1176
H 1.12388 -2.11908 -0.21673 0.0 0.0 0.3 0.5292
H 2.72965 -1.68302 0.41108 0.1 0.1 -0.1 -0.3396
H -1.03361 0.80445 0.63774 0.0 0.1 -0.2 -0.1061
H -0.98181 -0.93097 0.43468 0.2 -0.1 0.1 0.3981
H -0.42568 0.09172 -0.90110 0.4 0.2 0.0 0.2188
C -1.52357 2.36105 -3.50995 -0.7 -0.2 0.0 -0.8619
S -0.25336 2.64638 -2.26631 -0.3 0.3 -0.5 0.2822
O 0.74308 1.55228 -2.45010 0.3 -0.2 0.0 -0.3524
C 0.41813 4.13930 -3.02438 0.3 -0.1 0.9 -1.1354
H -1.11364 1.79218 -4.34423 0.2 0.0 0.1 0.4943
H -1.97780 3.27620 -3.89061 0.2 0.1 0.2 0.3722
H -2.32848 1.80409 -3.02901 0.1 -0.1 -0.1 -0.0141
H 0.83007 3.92999 -4.00751 -0.2 0.0 -0.1 0.3349
H 1.20936 4.46065 -2.34357 0.1 0.0 -0.2 0.3841
H -0.36025 4.90015 -2.98828 0.0 0.0 -0.3 0.3572
C 2.46044 0.48163 -5.73515 0.5 0.1 0.6 -0.2917
C 2.54922 -0.45378 -4.51591 -0.7 0.3 0.2 0.5239
O 1.31925 -1.20462 -4.59563 0.4 -0.4 -0.4 -0.3434
C 0.58253 -0.80145 -5.64427 0.3 0.4 0.2 0.6742
O -0.44059 -1.28878 -5.98865 -0.3 -0.1 -0.1 -0.5653
O 1.15128 0.28405 -6.24111 -0.1 -0.3 -0.1 -0.3599
H 3.21244 0.22643 -6.48209 -0.2 -0.1 -0.2 0.2846
H 2.60649 1.52411 -5.45692 -0.2 0.0 0.0 0.2462
H 2.47312 0.03797 -3.54775 0.4 0.3 -0.1 -0.0275
H 3.42615 -1.09429 -4.55952 -0.2 -0.3 0.0 -0.0888
```
Positions in Å, forces in eV/Å.

Calculated values
- F_max: 1.8 eV/Å
- Orbital gap: 8.1 eV

=====

Formula: C4H7NO
Source: the Open Molecules 2025 dataset
Level of theory: ωB97M-V/def2-TZVPD

The geometry in XYZ format:
```
13
Properties=species:S:1:pos:R:3:forces:R:3:nbo_charge:R:1
C 1.25870 1.43922 -0.37042 1.2 0.4 0.2 -0.4428
N 1.15926 -0.02383 -0.41657 -1.2 0.3 0.2 -0.4559
C 0.00548 -0.16096 -0.92645 -0.3 -0.5 0.0 0.1870
C -1.06078 -0.61267 -0.01909 -0.4 -0.6 -0.4 -0.0532
C -0.74746 -1.57045 1.03329 -0.1 -0.5 0.1 -0.0853
O -0.82418 -0.20076 1.34347 -0.1 0.0 -0.1 -0.4662
H 0.53841 1.76253 0.40915 0.5 0.0 -0.4 0.1984
H 1.03515 2.02060 -1.28167 0.2 -0.3 0.0 0.1809
H 2.25098 1.56161 -0.00074 0.8 1.1 0.1 0.2091
H -0.27481 0.32701 -1.87266 -0.3 0.5 0.2 0.1338
H -2.06963 -0.38059 -0.33858 -0.1 -0.5 0.0 0.2010
H -1.55346 -2.19398 1.40183 0.1 0.0 0.2 0.1862
H 0.26304 -1.97743 1.03507 -0.2 0.0 0.0 0.2069
```
Positions in Å, forces in eV/Å.

Calculated values
- F_max: 1.3 eV/Å
- Orbital gap: 8.7 eV
- SMILES: C/N=C/[C@H]1CO1

=====

Formula: C36H42BCuN12OTe
Source: the Open Molecules 2025 dataset
Level of theory: ωB97M-V/def2-TZVPD

The geometry in XYZ format:
```
94
Properties=species:S:1:pos:R:3:forces:R:3:mulliken_charge:R:1
Cu 0.29314 -0.04703 -0.16466 0.0 0.0 -0.1 0.3143
C -2.59888 -0.62532 -3.36039 0.0 0.0 0.1 -1.7391
C -1.95551 -1.11083 -2.21228 0.0 -0.1 -0.1 -0.9320
N -0.95048 -0.32047 -1.86444 0.0 0.0 0.0 -0.6655
N -0.92304 0.67897 -2.76844 0.0 0.1 0.1 1.1875
C -1.90392 0.52249 -3.67678 0.0 0.0 0.0 0.0403
B 0.14621 1.79936 -2.69423 -0.1 -0.2 0.1 0.5585
N 1.55314 1.15693 -2.54020 0.0 0.2 -0.1 0.7905
C 2.56133 0.95906 -3.41281 -0.1 0.0 0.0 -0.3024
C 3.60136 0.35994 -2.73574 0.0 0.0 0.0 -1.1939
C 3.12745 0.21559 -1.42572 0.0 0.0 0.0 -0.2289
N 1.90006 0.69781 -1.31232 -0.1 0.1 -0.1 -0.4009
N -0.10778 2.67004 -1.44182 0.0 0.0 -0.1 0.8552
C 0.45471 3.86161 -1.14731 0.0 0.0 0.0 -0.3493
C 0.07996 4.20406 0.13202 0.1 -0.1 0.1 -1.1645
C -0.70445 3.11683 0.55568 0.0 0.1 -0.1 -0.2864
N -0.80523 2.19438 -0.39058 -0.1 0.3 0.0 -0.6111
N -0.00232 2.67540 -3.94146 0.2 0.2 0.1 0.5655
C -0.74079 3.80706 -4.05605 0.0 -0.1 0.0 -0.3086
C -0.69992 4.20675 -5.36891 0.0 0.0 -0.1 -0.9312
C 0.09860 3.23277 -5.99746 0.0 0.0 0.0 -0.2556
N 0.50784 2.31416 -5.13989 0.0 0.0 0.0 -1.1594
H -3.44578 -1.04305 -3.87764 0.0 0.0 0.0 0.4619
H -2.14844 -2.01146 -1.65062 0.0 0.1 0.0 1.1647
H -2.02787 1.21723 -4.49100 0.0 0.0 0.0 0.3987
H 2.45367 1.25244 -4.44264 0.0 0.0 0.0 0.5066
H 4.55706 0.06652 -3.13460 0.0 0.0 0.0 0.4018
H 3.60888 -0.22078 -0.56471 0.0 0.0 0.0 0.4369
H 1.07274 4.37908 -1.86317 0.0 0.0 0.0 0.6054
H 0.35084 5.08903 0.68281 0.0 0.0 0.0 0.4164
H -1.20284 2.97296 1.50295 0.0 0.0 0.0 0.4551
H -1.24910 4.23310 -3.20807 0.0 0.0 0.0 0.5053
H -1.17358 5.06735 -5.80926 0.0 0.0 0.0 0.4091
H 0.38902 3.16564 -7.03482 0.0 0.0 0.0 0.4588
N -0.13924 -1.83735 4.85928 0.1 -0.1 0.0 -0.3957
C 0.32192 -0.81807 4.05371 0.0 0.1 0.1 -0.0656
C 0.00900 -0.79603 2.68873 0.2 -0.1 0.0 0.1895
N 0.40131 0.18717 1.89828 0.3 -0.2 0.1 0.7330
C 1.16963 1.13923 2.44757 0.0 0.1 0.0 -0.5634
C 1.51453 1.07974 3.78185 0.0 0.0 0.1 -0.6608
N 1.08509 0.11773 4.60166 0.0 0.0 -0.1 -0.6782
H -0.99690 -2.28598 4.58023 0.0 0.0 0.0 0.1647
H -0.03941 -1.67114 5.84717 0.0 0.0 0.0 0.3043
H -0.57104 -1.59017 2.23775 0.2 0.0 0.1 0.3209
H 1.49539 1.94630 1.80514 0.0 0.0 0.0 0.3666
H 2.15364 1.83649 4.22068 0.0 0.0 0.0 0.3940
C 1.13812 -4.41951 0.33843 -0.1 0.1 0.0 -1.5394
C 0.47954 -3.05697 0.16204 0.0 -0.1 0.1 0.4855
O 1.21248 -2.08652 -0.02342 0.2 -0.2 0.0 -0.5431
N -0.86377 -2.84916 0.22156 0.0 -0.1 -0.1 0.1468
Te -2.05109 -4.24379 0.84741 0.0 0.1 0.0 0.5318
C -3.52108 -4.60677 -0.66166 0.0 -0.2 0.1 0.6847
C -4.72852 -3.91557 -0.80600 0.1 0.1 0.0 0.8640
C -4.98303 -2.56150 -0.20493 0.0 -0.1 0.0 -0.7911
C -5.71889 -4.47863 -1.60751 0.0 0.0 0.0 -0.9919
C -5.54187 -5.68163 -2.27022 0.0 0.0 0.0 0.6525
C -6.64835 -6.30036 -3.07946 0.0 0.0 0.0 -1.5901
C -4.30404 -6.30709 -2.17404 0.0 0.0 0.0 -1.0112
C -3.28829 -5.79382 -1.38380 0.0 0.0 0.0 0.6923
C -1.95698 -6.50409 -1.37425 -0.1 0.0 0.1 -1.6470
C -3.10630 -3.14281 2.33197 0.0 -0.1 0.1 0.6658
C -3.69812 -3.97396 3.30377 -0.1 0.0 0.0 0.5274
C -3.84336 -5.46947 3.12980 0.1 0.1 0.0 -1.8542
C -4.21960 -3.39735 4.45317 0.0 0.0 0.0 -0.9869
C -4.16805 -2.02444 4.66870 0.0 0.0 0.0 0.3668
C -4.73635 -1.41533 5.92096 0.0 0.0 -0.1 -1.7374
C -3.61589 -1.22978 3.67773 0.0 0.0 0.0 -0.9802
C -3.09125 -1.74748 2.49386 0.0 0.0 -0.1 1.8623
C -2.62055 -0.74469 1.46998 -0.3 0.1 0.0 -1.8020
H 2.20074 -4.31708 0.13933 0.0 0.0 0.0 0.3926
H 0.72030 -5.16366 -0.33715 -0.1 -0.1 0.0 0.2922
H 1.00887 -4.77322 1.36465 0.0 0.0 0.0 0.3094
H -4.09846 -1.93581 -0.29842 0.0 0.1 0.0 -0.3048
H -5.25093 -2.62416 0.85076 0.0 0.0 0.0 0.3255
H -5.80078 -2.06978 -0.72950 0.0 0.0 0.0 0.4762
H -6.65370 -3.94173 -1.72636 0.0 0.0 0.0 0.3523
H -7.47591 -5.60661 -3.21880 0.0 0.0 0.0 0.3626
H -7.03293 -7.18688 -2.57136 0.0 0.0 0.0 0.3217
H -6.28988 -6.61369 -4.06043 0.0 0.0 0.0 0.3758
H -4.12293 -7.21328 -2.74215 0.0 0.0 0.0 0.3927
H -1.90538 -7.22037 -2.19207 0.0 0.0 0.0 0.4349
H -1.78779 -7.05188 -0.44388 0.0 0.0 0.0 0.3450
H -1.14029 -5.79678 -1.51384 0.1 0.0 0.0 0.2334
H -4.38525 -5.71052 2.21172 0.0 0.0 0.0 0.3405
H -4.40174 -5.88890 3.96416 0.0 0.0 0.0 0.4589
H -2.87931 -5.98063 3.09356 0.0 0.0 0.0 0.3263
H -4.67120 -4.03791 5.20280 0.0 0.0 0.0 0.3830
H -4.77500 -2.14329 6.73060 0.0 0.0 0.0 0.4017
H -5.75458 -1.06313 5.74160 0.0 0.0 0.0 0.3129
H -4.14538 -0.56008 6.24704 0.0 0.0 0.0 0.3941
H -3.59191 -0.15280 3.81206 0.0 0.0 0.0 0.4309
H -2.09074 0.07578 1.95463 -0.2 0.0 -0.1 0.4430
H -3.48951 -0.30678 0.97435 0.0 0.0 0.0 0.9093
H -1.95936 -1.16469 0.71651 -0.1 0.1 0.0 -0.8287
```
Positions in Å, forces in eV/Å.

Calculated values
- F_max: 0.4 eV/Å
- Orbital gap: 6.6 eV

=====

What is the orbital gap in the third record? 8.7 eV